A gas-phase ion, C5H8F2N3 (charge +1), computed with ωB97M-V/def2-TZVPD.

CARTESIAN COORDINATES (ANGSTROEM)
F: -0.91 1.52 -1.09
F: 3.06 0.21 -0.02
N: -0.42 -0.80 0.38
N: 1.53 -1.98 -0.31
N: -1.28 -1.21 -0.71
C: -0.33 1.64 0.19
C: -0.84 0.45 1.00
C: 0.98 -0.91 0.04
C: 1.74 0.35 0.06
C: 1.16 1.55 0.07
H: -1.93 0.45 1.08
H: -0.42 0.48 2.00
H: -0.66 2.60 0.58
H: 1.75 2.45 -0.02
H: 1.02 -2.85 -0.32
H: -0.80 -1.94 -1.25
H: -1.50 -0.41 -1.35
H: -2.17 -1.59 -0.34

- gap between HOMO and LUMO (eV) = 10.00
- energy relative to the best compared isomer or geometry (same formula, charge and spin) (kcal/mol) = 32.3
- strongest force on any atom (eV Å⁻¹) = 0.91
- net charge = +1
- SMILES string = [H]/N=C1/C(F)=C[C@@H](F)CN1[NH3+]

C5H8F3N in the gas phase, computed with ωB97M-V/def2-TZVPD.

CARTESIAN COORDINATES (ANGSTROEM)
F: 0.11 0.72 -2.62
F: 1.78 -1.49 -0.73
F: 1.33 1.82 0.34
N: 0.43 -0.66 0.94
C: -0.09 0.96 -1.32
C: 1.21 0.91 -0.66
C: -0.75 -0.86 0.25
C: -2.04 -0.41 0.94
C: 1.65 -0.40 0.08
H: 2.52 -0.36 0.74
H: -1.86 0.59 1.40
H: 0.46 -0.16 1.83
H: 1.92 0.97 -1.49
H: -0.88 -1.79 -0.30
H: -2.16 -1.19 1.65
H: -0.85 1.78 -1.28
H: -2.77 -0.44 0.20

- gap between HOMO and LUMO (eV) = 8.51
- energy relative to the best compared isomer or geometry (same formula, charge and spin) (kcal/mol) = 15.9
- strongest force on any atom (eV Å⁻¹) = 4.22

C5H8F3NO2 in the gas phase, computed with ωB97M-V/def2-TZVPD.

CARTESIAN COORDINATES (ANGSTROEM)
F: 1.64 1.52 -0.44
F: -2.62 -0.77 -0.16
F: -0.62 0.41 -1.80
O: 1.25 -1.13 1.82
O: 1.47 1.05 2.16
N: 1.79 -0.67 -0.80
C: -1.29 -0.93 -0.08
C: -1.11 1.55 0.29
C: 1.20 0.37 -0.07
C: 1.30 0.14 1.40
C: -0.56 0.37 -0.45
H: 2.84 -0.73 -0.66
H: -1.14 -1.33 0.96
H: -0.94 -1.71 -0.80
H: -1.59 1.27 1.31
H: 1.49 -0.71 -1.79
H: -1.89 2.12 -0.33
H: 0.95 -1.66 1.07
H: -0.22 2.12 0.53

- gap between HOMO and LUMO (eV) = 11.20
- energy relative to the best compared isomer or geometry (same formula, charge and spin) (kcal/mol) = 11.4
- strongest force on any atom (eV Å⁻¹) = 5.32
- SMILES string = C[C@](F)(CF)[C@@](N)(F)C(=O)O

C5H8FN in the gas phase, computed with ωB97M-V/def2-TZVPD.

CARTESIAN COORDINATES (ANGSTROEM)
F: -1.55 1.65 -0.28
N: 0.62 -0.19 2.09
C: 0.46 0.99 1.82
C: 0.42 0.84 -1.35
C: 0.13 -1.21 1.26
C: -0.99 -0.70 0.31
C: -0.53 0.64 -0.24
H: 0.96 1.75 -1.26
H: -1.17 -1.51 -0.54
H: -1.88 -0.37 0.84
H: -0.24 -1.84 2.07
H: 0.92 -1.68 0.66
H: 0.94 -0.10 -1.57
H: 0.60 1.88 2.37
H: -0.08 0.99 -2.49

- gap between HOMO and LUMO (eV) = 8.65
- energy relative to the best compared isomer or geometry (same formula, charge and spin) (kcal/mol) = 79.4
- strongest force on any atom (eV Å⁻¹) = 4.79

A gas-phase ion, C5H8FN2 (charge +1), computed with ωB97M-V/def2-TZVPD.

CARTESIAN COORDINATES (ANGSTROEM)
F: 3.08 1.68 0.02
N: -1.49 0.82 -0.40
N: 1.72 -0.13 -0.06
C: -2.61 1.64 -0.04
C: 2.88 -0.98 -0.20
C: 0.48 -0.58 -0.07
C: -0.71 0.07 0.25
C: 1.87 1.31 0.05
H: -2.50 2.54 -0.50
H: 2.46 -1.92 -0.33
H: 3.55 -0.92 -1.14
H: 0.26 -1.59 -0.17
H: -3.40 1.34 -0.58
H: -2.97 1.51 0.94
H: -1.07 -0.11 1.30
H: 3.61 -0.73 0.71

- gap between HOMO and LUMO (spin up / spin down) (eV) = 7.18 / 7.18
- energy relative to the best compared isomer or geometry (same formula, charge and spin) (kcal/mol) = 143.2
- strongest force on any atom (eV Å⁻¹) = 5.93
- net charge = +1

A molecular structure, C5H8FNS, computed with ωB97M-V/def2-TZVPD.

CARTESIAN COORDINATES (ANGSTROEM)
S: -2.57 -0.44 0.01
F: 1.50 -1.76 -0.01
N: 0.40 1.29 -0.56
C: 0.92 0.69 0.66
C: -0.23 0.11 1.34
C: 1.38 -0.41 -0.30
C: 0.08 0.04 -0.99
C: -0.82 -0.66 0.02
H: -0.67 -1.73 -0.04
H: -0.16 0.04 -2.14
H: 1.84 1.13 1.24
H: -0.28 2.03 -0.41
H: 2.38 -0.12 -0.81
H: -2.61 -0.26 -1.68
H: -0.12 -0.76 2.07
H: -1.05 0.83 1.59

- gap between HOMO and LUMO (eV) = 9.36
- energy relative to the best compared isomer or geometry (same formula, charge and spin) (kcal/mol) = 70.5
- strongest force on any atom (eV Å⁻¹) = 5.08

A molecular structure, C5H8I2N, computed with ωB97M-V/def2-TZVPD.

CARTESIAN COORDINATES (ANGSTROEM)
I: 2.24 0.32 3.69
I: 0.83 3.32 2.14
N: 0.22 -1.34 -0.19
C: 0.74 -0.61 -1.16
C: -1.18 -0.94 0.16
C: -1.47 -0.08 -1.12
C: -0.18 0.26 -1.68
C: 1.74 1.43 2.00
H: -1.92 0.92 -0.89
H: -0.02 1.10 -2.32
H: 0.55 -2.09 0.38
H: -2.07 -0.70 -1.84
H: -1.34 -0.46 1.12
H: 1.76 -0.35 -1.45
H: 1.85 1.09 1.04
H: -1.74 -1.87 0.10

- gap between HOMO and LUMO (spin up / spin down) (eV) = 8.83 / 4.11
- energy relative to the best compared isomer or geometry (same formula, charge and spin) (kcal/mol) = 84.1
- strongest force on any atom (eV Å⁻¹) = 3.30
- net charge = +1

A molecular structure, C5H8I2N2O3Os, computed with ωB97M-V/def2-TZVPD.

CARTESIAN COORDINATES (ANGSTROEM)
Os: -0.44 0.49 0.26
I: -2.76 2.08 0.29
I: -2.80 -1.42 0.32
O: -0.17 0.47 2.08
O: 3.16 -0.91 -0.95
O: 1.19 -0.19 3.79
N: 1.33 -0.25 0.25
N: -0.14 0.21 -1.88
C: 2.06 -0.44 -0.96
C: 1.08 -0.08 2.64
C: -3.99 0.33 0.50
C: 2.01 -0.46 1.51
C: 1.32 0.07 -2.18
H: -0.54 0.95 -2.46
H: 2.92 0.14 1.58
H: 1.73 1.05 -2.42
H: 1.49 -0.60 -3.02
H: -4.72 0.35 -0.30
H: -0.62 -0.64 -2.16
H: -4.43 0.36 1.48
H: 2.31 -1.51 1.63

- gap between HOMO and LUMO (spin up / spin down) (eV) = 8.51 / 7.42
- strongest force on any atom (eV Å⁻¹) = 0.64
- multiplicity = 5
- net charge = +2

Number 3 is which compound? C5H8F3NO2